This record from the OMol25 dataset describes C44H49CeN4O5PS5 as an isolated structure in a non-equilibrium geometry. The level of theory is ωB97M-V/def2-TZVPD.

The LUMO energy (spin up / spin down) comes out at -1.4 / -1.5 eV. Its total charge is 0. The HOMO energy (spin up / spin down) is -0.2751 / -0.2751 Eh. The electronic energy is -139017.5809 eV. The largest force on an atom is 2.698 eV/A.

Atoms and positions in Å:
1 Ce 8.482 12.466 13.193
2 S 7.881 15.037 13.968
3 S 7.054 14.056 15.555
4 S 5.203 13.492 14.859
5 S 5.553 12.165 13.268
6 C 10.896 9.174 14.975
7 C 10.037 9.533 16.130
8 C 10.518 9.601 17.444
9 C 9.704 10.096 18.464
10 C 8.378 10.335 18.291
11 C 7.847 10.302 16.983
12 C 6.406 10.612 16.908
13 C 8.695 9.999 15.934
14 N 8.231 10.120 14.595
15 C 7.677 9.103 14.089
16 C 7.388 7.865 14.783
17 C 7.384 9.119 12.580
18 C 6.745 7.961 11.845
19 N 7.811 10.091 11.892
20 C 7.963 10.021 10.468
21 C 9.129 9.374 10.016
22 C 10.283 8.885 10.857
23 C 9.225 9.371 8.660
24 C 8.251 9.917 7.764
25 C 7.065 10.447 8.239
26 C 6.917 10.461 9.634
27 C 5.753 11.273 10.169
28 H 11.878 8.923 15.362
29 H 10.999 9.957 14.185
30 H 10.516 8.339 14.427
31 H 11.567 9.318 17.720
32 H 10.180 10.181 19.434
33 H 7.783 10.688 19.077
34 H 6.254 11.521 17.583
35 H 5.769 9.762 17.115
36 H 6.135 10.938 15.939
37 H 7.580 7.939 15.811
38 H 7.981 7.128 14.289
39 H 6.321 7.533 14.556
40 H 7.293 7.011 12.028
41 H 6.809 8.168 10.791
42 H 5.736 7.835 12.076
43 H 11.149 9.456 10.555
44 H 10.552 7.863 10.575
45 H 10.092 8.863 11.936
46 H 10.115 8.934 8.217
47 H 8.399 9.967 6.703
48 H 6.209 10.740 7.602
49 H 4.896 11.136 9.454
50 H 6.031 12.301 10.179
51 H 5.315 10.911 11.115
52 C 13.387 13.989 17.851
53 N 12.088 13.416 17.565
54 N 11.919 12.893 16.293
55 C 10.604 12.819 15.985
56 O 10.148 12.333 14.907
57 C 9.942 13.344 17.100
58 C 10.873 13.705 18.053
59 C 10.625 14.176 19.451
60 C 12.987 12.104 15.833
61 C 13.364 11.011 16.593
62 C 14.413 10.218 16.142
63 C 15.028 10.532 14.910
64 C 14.630 11.652 14.171
65 C 13.562 12.425 14.622
66 H 13.346 14.663 18.730
67 H 13.835 14.633 17.091
68 H 14.065 13.159 18.101
69 H 8.825 13.475 17.119
70 H 11.294 14.978 19.959
71 H 10.579 13.324 20.083
72 H 9.568 14.476 19.505
73 H 12.976 10.791 17.600
74 H 14.846 9.444 16.760
75 H 15.791 9.905 14.514
76 H 15.100 11.944 13.232
77 H 13.137 13.233 14.058
78 O 12.451 12.000 12.352
79 S 11.192 12.459 11.774
80 O 10.587 13.637 12.562
81 O 10.056 11.392 12.031
82 O 11.198 12.763 10.371
83 C 6.155 14.821 10.766
84 P 7.819 14.261 10.402
85 C 7.711 13.832 8.558
86 C 6.472 13.890 7.918
87 C 6.423 13.876 6.537
88 C 7.586 13.712 5.791
89 C 8.828 13.630 6.392
90 C 8.902 13.665 7.787
91 C 8.632 15.874 10.107
92 C 8.156 16.857 9.250
93 C 8.621 18.133 9.226
94 C 9.807 18.479 9.962
95 C 10.333 17.520 10.796
96 C 9.781 16.222 10.864
97 H 5.797 15.610 10.064
98 H 6.328 15.301 11.737
99 H 5.399 14.010 10.881
100 H 5.521 13.991 8.462
101 H 5.512 14.012 5.994
102 H 7.519 13.717 4.676
103 H 9.723 13.586 5.769
104 H 9.852 13.527 8.325
105 H 7.315 16.679 8.648
106 H 8.093 18.885 8.619
107 H 10.248 19.447 9.863
108 H 11.219 17.602 11.430
109 H 10.131 15.510 11.584

This record from the OMol25 dataset describes C37H34ErN5O6S2 as an isolated structure in a non-equilibrium geometry. The level of theory is ωB97M-V/def2-TZVPD.

The LUMO energy (spin up / spin down) comes out at 0.3 / 0.3 eV. Its spin multiplicity is 4. Its total charge is 0. The HOMO energy (spin up / spin down) is -0.3029 / -0.3029 Eh. The electronic energy is -107951.0531 eV. The largest force on an atom is 3.294 eV/A. The energy above the lowest of the compared OMol25 structures with the same formula, charge and spin comes out at 0.0 kJ/mol.

Atoms and positions in Å:
1 Er -1.550 0.461 -1.307
2 C 0.308 3.771 2.344
3 C 1.212 2.560 2.305
4 C 2.444 2.710 3.163
5 O 1.628 2.302 0.968
6 C 0.772 1.313 0.430
7 C 0.460 0.444 1.671
8 O 0.463 1.422 2.710
9 C -0.869 -0.421 1.654
10 O -1.754 0.016 0.655
11 C -1.670 -0.300 2.977
12 C -2.203 0.954 3.289
13 C -3.006 1.140 4.399
14 C -3.326 0.063 5.223
15 C -2.852 -1.196 4.899
16 C -2.036 -1.376 3.780
17 C -0.395 -1.866 1.388
18 C 0.392 -2.542 2.325
19 C 0.797 -3.850 2.111
20 C 0.428 -4.517 0.946
21 C -0.303 -3.843 -0.016
22 C -0.691 -2.525 0.204
23 C 1.439 0.672 -0.852
24 O 0.408 0.212 -1.691
25 C 2.403 -0.444 -0.454
26 C 3.469 -0.202 0.418
27 C 4.338 -1.224 0.769
28 C 4.167 -2.502 0.242
29 C 3.128 -2.739 -0.644
30 C 2.253 -1.711 -0.992
31 C 2.186 1.766 -1.654
32 C 1.592 3.017 -1.825
33 C 2.155 3.971 -2.661
34 C 3.329 3.690 -3.351
35 C 3.924 2.445 -3.198
36 C 3.356 1.491 -2.355
37 H 0.871 4.668 2.077
38 H -0.110 3.889 3.346
39 H -0.513 3.644 1.633
40 H 3.081 3.504 2.763
41 H 3.001 1.771 3.162
42 H 2.160 2.954 4.189
43 H -0.169 1.787 0.118
44 H 1.287 -0.238 1.837
45 H -1.997 1.791 2.634
46 H -3.393 2.128 4.621
47 H -3.949 0.206 6.098
48 H -3.117 -2.051 5.509
49 H -1.701 -2.377 3.544
50 H 0.685 -2.036 3.240
51 H 1.402 -4.353 2.856
52 H 0.733 -5.545 0.783
53 H -0.559 -4.329 -0.951
54 H -1.184 -1.998 -0.595
55 H 3.618 0.799 0.810
56 H 5.158 -1.024 1.450
57 H 4.844 -3.302 0.519
58 H 2.994 -3.727 -1.071
59 H 1.447 -1.884 -1.692
60 H 0.675 3.260 -1.303
61 H 1.677 4.938 -2.769
62 H 3.775 4.435 -4.001
63 H 4.836 2.210 -3.733
64 H 3.831 0.523 -2.256
65 N -0.116 1.428 -4.486
66 C -1.067 0.486 -4.663
67 N -1.706 -0.103 -3.677
68 C -2.585 -1.066 -4.153
69 C -2.653 -1.182 -5.489
70 S -1.555 -0.073 -6.228
71 C -3.337 -1.801 -3.130
72 C -4.190 -2.824 -3.295
73 S -4.841 -3.302 -1.766
74 C -3.903 -2.070 -0.986
75 N -3.154 -1.377 -1.820
76 N -3.954 -1.850 0.333
77 H 0.365 1.406 -3.592
78 H 0.434 1.721 -5.273
79 H -3.271 -1.836 -6.088
80 H -4.483 -3.328 -4.205
81 H -4.479 -2.450 0.938
82 H -3.315 -1.166 0.720
83 O -3.466 1.516 -1.433
84 N -2.834 2.469 -0.940
85 O -1.668 2.596 -1.455

This record from the OMol25 dataset describes a 2-piece molecular cluster, CH3N3S2 overall in a non-equilibrium geometry. The level of theory is ωB97M-V/def2-TZVPD.

The LUMO energy comes out at -0.5 eV. Its total charge is 0. The HOMO energy is -0.3276 Eh. The electronic energy is -27221.2438 eV. The largest force on an atom is 3.534 eV/A. The energy above the lowest of the compared OMol25 structures with the same formula, charge and spin comes out at 310.7 kJ/mol.

Atoms and positions in Å:
1 C -0.438 0.972 0.925
2 N 0.363 -1.381 -1.272
3 N 0.672 -0.320 -1.472
4 N 1.042 0.721 -1.887
5 S -0.793 0.222 2.299
6 S -0.854 -1.863 1.718
7 H -0.524 2.037 0.932
8 H 0.357 1.413 -1.931
9 H 0.176 -1.800 0.688